C22H24N2O3S | the ωB97M-V functional and the def2-TZVPD basis

Energy relative to the best compared isomer or geometry (same formula, charge and spin) in kJ/mol: 52.0
Orbital gap in eV: 8.72
Energy in Eh: -1586.16462

Each line ends with the Mulliken charge.
Positions of all 52 atoms, in Å:
S -2.5914 0.2745 1.0369  0.9779
O -3.9530 0.6782 1.2617  -0.6768
O 2.4898 2.3382 -0.5987  -0.6064
O -2.2461 -0.1978 -0.2817  -0.6828
N 1.6354 0.3294 -0.0216  0.2913
N -1.2094 0.7396 3.7479  0.3805
C 1.6438 1.4358 -4.6819  -0.7217
C 2.1433 1.5379 -3.3994  -0.7923
C 1.2020 -0.5088 2.0330  1.5801
C -2.1553 -1.0097 2.2418  0.3262
C 0.3504 0.9735 -4.9060  1.0425
C 1.9015 1.3373 -0.9465  0.1264
C -1.4975 1.6613 1.4435  0.7104
C -0.1956 0.8925 -6.2975  -1.4898
C 1.0549 -1.5639 1.0638  0.4140
C 1.3669 1.1459 -2.3113  0.4390
C 0.1589 0.5141 4.1521  -0.9755
C 0.9570 -0.6368 3.4998  -0.5863
C -2.1110 -0.3716 3.6310  -1.2051
C 0.7372 -3.6924 0.0415  -0.9796
C -0.4294 0.6173 -3.8113  -1.0020
C 1.5921 0.5903 1.3411  -1.5945
C 1.3314 -1.0103 -0.2061  -0.5880
C 1.3552 -1.8048 -1.3427  -0.5094
C -1.5628 1.8813 2.9525  -1.4058
C 1.0458 -3.1428 -1.2010  -0.7965
C 0.7496 -2.9179 1.1808  0.1531
C 0.0646 0.6946 -2.5230  0.0992
H 0.7019 1.4483 4.0062  0.3722
H -1.2041 -1.4112 1.9135  -0.5993
H 0.1494 0.3033 5.2320  0.3774
H -2.5977 2.1485 3.1987  0.3930
H 0.5019 -4.7439 0.1109  0.4126
H 1.6128 -1.4035 -2.3092  0.4828
H -1.8612 2.5233 0.8914  0.7311
H -0.9201 2.7202 3.2340  0.4262
H -0.5055 1.3844 1.1044  -0.8809
H -1.4408 0.2708 -3.9623  0.4328
H -0.5724 0.4122 -1.6970  0.6221
H 0.5428 -3.3567 2.1464  0.4678
H 1.8398 1.5774 1.6828  0.4054
H 3.1423 1.9085 -3.2237  0.4632
H -2.9272 -1.7711 2.1731  0.6628
H 1.9195 -0.6741 4.0200  0.4475
H -1.0301 0.1977 -6.3478  0.3638
H 1.0517 -3.7791 -2.0727  0.4274
H 0.4511 -1.5836 3.6949  0.1851
H 2.2597 1.7245 -5.5215  0.4055
H -1.8417 -1.1204 4.3813  0.4030
H -3.1222 -0.0115 3.8568  0.3878
H -0.5519 1.8739 -6.6120  0.2907
H 0.5740 0.5769 -6.9987  0.3920

Atomic forces in eV per Å
0.3 -0.1 -0.5
-0.2 0.2 0.5
-0.1 -0.2 -0.1
0.2 -0.1 -0.1
0.0 0.1 0.3
0.1 0.0 -0.1
0.0 0.0 0.0
0.0 -0.1 0.2
0.1 0.3 -0.1
0.0 0.8 -0.3
0.0 0.0 0.1
0.2 0.3 -0.1
-0.4 -0.7 0.1
0.0 0.1 0.0
0.2 0.2 -0.4
-0.1 0.2 -0.4
0.1 -0.3 0.3
0.0 0.3 0.0
-0.1 0.0 0.3
-0.1 -0.1 0.1
0.0 0.0 0.0
0.1 -0.2 0.5
-0.2 -0.7 0.2
0.0 -0.1 -0.2
0.0 0.2 0.2
0.0 0.1 -0.1
0.0 0.0 0.0
0.2 0.1 0.1
0.0 0.0 0.1
0.1 -0.1 0.0
0.2 0.1 -0.1
0.1 0.1 0.0
0.0 -0.1 0.0
0.0 0.0 -0.1
-0.2 0.0 -0.2
-0.1 0.0 -0.1
0.0 0.0 0.0
-0.1 0.0 0.0
0.0 -0.1 0.1
0.0 0.0 0.1
0.0 0.2 0.0
0.1 0.1 0.0
-0.2 0.0 -0.2
-0.1 -0.1 0.1
0.0 0.0 -0.1
0.0 0.0 -0.1
0.0 -0.1 0.1
0.1 0.0 -0.1
-0.1 0.0 -0.1
0.0 -0.1 0.1
0.0 0.0 -0.1
0.0 0.0 -0.1